Molecular formula: C8H8S
Method: DFT, ωB97M-V with the def2-TZVPD basis set

Each line ends with the Löwdin charge.
CARTESIAN COORDINATES (ANGSTROEM)
C1 1.43 -0.37 -0.09  -0.324
C2 2.34 0.79 -0.42  -0.157
C3 -1.89 0.05 1.07  -0.173
H1 1.56 -1.42 -0.58  0.159
H2 1.29 -0.31 2.20  0.152
C4 0.92 0.83 -0.97  -0.419
H3 0.29 -1.48 1.09  0.111
H4 2.50 1.50 0.42  0.108
C5 -0.50 0.46 1.02  -0.501
H5 -2.56 0.34 -2.19  0.043
C6 -2.23 -0.32 -1.46  0.013
S1 -0.26 1.72 -0.11  1.012
H6 3.21 0.65 -1.06  0.091
H7 -2.02 -1.26 -1.87  0.049
C7 0.69 -0.46 1.20  -0.186
C8 -2.38 -0.25 -0.14  -0.078
H8 -2.40 -0.45 1.89  0.099

As for the charge: 0. The calculation puts the energy above the lowest of the compared OMol25 structures with the same formula, charge and spin at 127.4 kcal per mole. The calculation puts the HOMO energy (spin up / spin down) at -8.0 / -7.5 eV.